{
  "formula": "C31H36BiBr2N2O7PS2",
  "method": "ωB97M-V/def2-TZVPD",
  "elements": ["Bi", "C", "C", "O", "P", "S", "S", "O", "C", "C", "H", "H", "H", "H", "H", "H", "H", "H", "H", "H", "O", "C", "C", "C", "C", "C", "C", "N", "H", "H", "H", "H", "H", "H", "H", "Br", "C", "Br", "H", "H", "O", "C", "O", "C", "C", "C", "C", "C", "C", "C", "C", "C", "N", "H", "H", "H", "H", "H", "H", "C", "C", "C", "C", "C", "C", "C", "C", "C", "C", "O", "O", "H", "H", "H", "H", "H", "H", "H", "H", "H", "H", "H"],
  "positions_angstrom": [[-0.13975, -0.52719, -0.00854], [-5.23453, -2.81194, 4.22391], [-4.38141, -3.05459, 3.00133], [-4.29240, -1.81524, 2.28119], [-3.44176, -1.73318, 0.93092], [-3.51730, 0.11790, 0.26430], [-1.64081, -2.57374, 1.19532], [-4.32314, -2.71059, 0.01021], [-3.87138, -2.99924, -1.32873], [-4.92121, -2.54823, -2.31582], [-5.32659, -3.73268, 4.80229], [-6.23177, -2.47843, 3.93658], [-4.78277, -2.04728, 4.85557], [-4.82422, -3.81196, 2.35057], [-3.37506, -3.37720, 3.27485], [-3.69594, -4.07452, -1.37995], [-2.91873, -2.50135, -1.52061], [-5.86639, -3.06219, -2.13367], [-4.58887, -2.75901, -3.33365], [-5.08061, -1.47408, -2.22180], [-1.00577, 1.90501, 1.39429], [-0.58341, 3.10278, 0.78098], [-0.65765, 3.12020, -0.72886], [-1.05863, 4.27404, -1.38821], [-1.03902, 4.30220, -2.77410], [-0.61454, 3.17791, -3.45612], [-0.23901, 2.06549, -2.71847], [-0.26772, 2.02597, -1.38875], [-1.91883, 1.67956, 1.14742], [0.46629, 3.22288, 1.06204], [-1.13889, 3.96297, 1.17213], [-1.38299, 5.13366, -0.81605], [-1.35165, 5.19038, -3.30908], [-0.57371, 3.14481, -4.53587], [0.10562, 1.16902, -3.21492], [2.83133, 3.86705, -2.02967], [3.49969, 2.17427, -1.36579], [3.07268, 0.67971, -2.49411], [3.03362, 1.98396, -0.40575], [4.57668, 2.25983, -1.31066], [2.95226, -3.10020, -1.26612], [1.92547, -2.44218, -1.21408], [1.48442, -1.91401, -0.08369], [1.09894, -2.16244, -2.40686], [1.47965, -2.63162, -3.65729], [0.71345, -2.36521, -4.76708], [-0.50985, -1.63155, -4.60497], [-1.36614, -1.34134, -5.67350], [-2.54384, -0.63393, -5.49281], [-2.89111, -0.20901, -4.21451], [-2.06502, -0.48422, -3.13773], [-0.86101, -1.18273, -3.30192], [-0.03274, -1.40167, -2.22152], [2.39521, -3.20567, -3.70836], [0.99906, -2.71313, -5.75167], [-1.08467, -1.68653, -6.66278], [-3.18850, -0.42188, -6.33676], [-3.81259, 0.33642, -4.04891], [-2.35273, -0.15188, -2.14687], [6.08097, 1.72820, 5.46528], [4.94886, 1.33833, 4.55140], [3.64187, 1.70826, 4.83780], [2.58891, 1.36994, 3.99380], [1.17186, 1.73524, 4.34808], [2.87227, 0.66225, 2.82755], [4.17499, 0.26796, 2.51372], [4.47037, -0.52165, 1.26572], [5.19542, 0.61050, 3.39302], [1.75910, 0.30159, 1.88902], [1.76578, 0.83098, 0.73439], [0.87135, -0.50132, 2.24980], [5.71203, 2.00940, 6.45189], [6.63390, 2.57999, 5.06195], [6.78935, 0.90753, 5.58742], [3.43173, 2.26566, 5.74542], [1.15162, 2.47432, 5.14941], [0.62227, 0.85036, 4.67364], [0.62621, 2.12946, 3.48950], [3.71385, -1.28178, 1.06681], [5.44186, -1.00981, 1.34266], [4.48620, 0.12598, 0.38654], [6.20952, 0.29449, 3.16798]],
  "forces_ev_per_angstrom": [[0.0, 0.0, 0.1], [0.0, 0.0, 0.0], [0.0, 0.0, 0.0], [0.0, 0.0, 0.0], [0.0, 0.0, 0.0], [0.0, 0.0, 0.0], [-0.1, 0.0, 0.0], [0.0, 0.0, 0.0], [0.0, 0.0, 0.0], [0.0, 0.0, 0.0], [0.0, 0.0, 0.0], [0.0, 0.0, 0.0], [0.0, 0.0, 0.0], [0.0, 0.0, 0.0], [0.0, 0.0, 0.0], [0.0, 0.0, 0.0], [0.0, 0.0, 0.0], [0.0, 0.0, 0.0], [0.0, 0.0, 0.0], [0.0, 0.0, 0.0], [0.0, 0.0, -0.1], [0.0, 0.0, 0.0], [0.0, 0.0, 0.0], [0.0, 0.0, 0.0], [0.0, 0.0, 0.0], [0.0, 0.0, 0.0], [0.0, 0.0, 0.0], [0.0, 0.0, 0.0], [0.0, 0.0, 0.0], [0.0, 0.0, 0.0], [0.0, 0.0, 0.0], [0.0, 0.0, 0.0], [0.0, 0.0, 0.0], [0.0, 0.0, 0.0], [0.0, 0.0, 0.0], [0.0, 0.0, 0.0], [0.0, 0.0, 0.0], [0.0, 0.0, 0.0], [0.0, 0.0, 0.0], [0.0, 0.0, 0.0], [0.0, 0.0, 0.0], [0.0, 0.1, -0.1], [0.0, 0.0, 0.0], [0.0, 0.0, 0.0], [0.0, 0.0, 0.0], [0.0, 0.0, 0.0], [0.0, 0.0, 0.0], [0.0, 0.0, 0.0], [0.0, 0.0, 0.0], [0.0, 0.0, 0.0], [0.0, 0.0, 0.0], [0.0, 0.0, 0.0], [0.0, 0.0, 0.0], [0.0, 0.0, 0.0], [0.0, 0.0, 0.0], [0.0, 0.0, 0.0], [0.0, 0.0, 0.0], [0.0, 0.0, 0.0], [0.0, 0.0, 0.0], [0.0, 0.0, 0.0], [0.0, 0.0, 0.0], [0.0, 0.0, 0.0], [0.0, 0.0, 0.0], [0.0, 0.0, 0.0], [0.0, 0.0, 0.0], [0.0, 0.0, 0.0], [0.0, 0.0, 0.0], [0.0, 0.0, 0.0], [0.0, 0.0, 0.0], [0.0, 0.0, 0.0], [0.0, 0.0, 0.0], [0.0, 0.0, 0.0], [0.0, 0.0, 0.0], [0.0, 0.0, 0.0], [0.0, 0.0, 0.0], [0.0, 0.0, 0.0], [0.0, 0.0, 0.0], [0.0, 0.0, 0.0], [0.0, 0.0, 0.0], [0.0, 0.0, 0.0], [0.0, 0.0, 0.0], [0.0, 0.0, 0.0]],
  "lowdin_spin": [0.012, 0.000, 0.000, 0.000, 0.001, 0.000, 0.007, 0.000, 0.000, 0.000, 0.000, 0.000, 0.000, 0.000, 0.000, 0.000, 0.000, 0.000, 0.000, 0.000, 0.000, 0.000, 0.000, 0.000, 0.000, 0.000, 0.001, 0.003, 0.000, 0.000, 0.000, 0.000, 0.000, 0.000, 0.001, 0.001, 0.001, 0.002, 0.000, 0.000, 0.080, 0.045, -0.001, 0.204, 0.010, 0.209, 0.023, 0.049, 0.038, 0.046, 0.039, 0.021, 0.188, -0.005, 0.014, 0.001, 0.002, 0.003, 0.000, 0.000, 0.000, 0.000, 0.000, 0.000, 0.000, 0.000, 0.000, 0.000, 0.000, 0.002, -0.001, 0.000, 0.000, 0.000, 0.000, 0.000, 0.000, 0.000, 0.000, 0.000, 0.000, 0.000],
  "fmax_ev_per_a": 0.11,
  "s_squared": 0.77,
  "gap_ha": [0.1839, 0.2919],
  "energy_ha": -8339.7507,
  "e_lumo_ev": [2.279, 2.278],
  "multiplicity": 2,
  "charge": -1,
  "e_above_lowest_kj_mol": 0.00
}